Record 1
Below is a 2-piece molecular cluster, C4H11NO2 overall, with properties calculated with ωB97M-V/def2-TZVPD.

Structure (SMILES)   CC=O.CNCO
F_max   0.0918 Eh/bohr
LUMO   0.655 eV
E_HOMO   -8.539 eV
Relative energy (zero: lowest compared OMol25 entry of this formula, charge and spin)   3.712 eV

The geometry in ORCA input format:
```
! wB97M-V def2-TZVPD RIJCOSX def2/J DEFGRID3
* xyz 0 1
C 1.8262 1.1892 0.7568
C 1.4271 0.1523 -0.2756
O 2.2773 -0.6748 -0.6297
H 0.9518 1.6171 1.2471
H 2.3092 2.0262 0.2568
H 2.4937 0.7560 1.5011
H 0.8939 0.7237 -1.1014
C -0.6995 -1.5621 -1.2725
N -0.7038 -0.9085 0.0213
C -1.6630 0.5057 0.2325
O -1.1995 1.1616 1.3473
H -1.2595 -2.4975 -1.2471
H -1.0531 -0.8660 -2.0344
H 0.3199 -1.9056 -1.4778
H -0.4575 -1.5190 0.7950
H -2.6435 0.0549 0.3901
H -1.6354 1.1905 -0.6101
H -1.1844 0.5563 2.1006
*
```

Record 2
Below is C4H11NO2 as an isolated structure, with properties calculated with ωB97M-V/def2-TZVPD.

F_max   0.0316 Eh/bohr
LUMO   0.598 eV
E_HOMO   -8.895 eV
Relative energy (zero: lowest compared OMol25 entry of this formula, charge and spin)   0.982 eV

The geometry in ORCA input format:
```
! wB97M-V def2-TZVPD RIJCOSX def2/J DEFGRID3
* xyz 0 1
O -1.3581 1.9938 0.3043
C -0.5653 1.5623 -0.5067
O -0.0944 0.3588 -0.5159
C -0.0764 2.4370 -1.6489
H 0.8451 2.0565 -2.0908
H -0.8532 2.4688 -2.4050
H 0.0542 3.4395 -1.2585
C 0.0145 -1.8088 1.8586
N 0.2573 -1.8916 0.4221
C 1.6288 -2.1871 0.0497
H -1.0486 -1.6862 2.0287
H 0.3618 -2.6936 2.3905
H 0.5146 -0.9311 2.2645
H 0.0108 -0.6809 -0.0461
H -0.3872 -2.5199 -0.0129
H 2.2686 -1.3762 0.3941
H 1.6990 -2.2326 -1.0251
H 1.9836 -3.1250 0.4843
*
```

Record 3
Below is a 2-piece molecular cluster, C4H11NO2 overall, with properties calculated with ωB97M-V/def2-TZVPD.

Structure (SMILES)   CC(C)C(N)=O.O
F_max   0.0407 Eh/bohr
LUMO   0.343 eV
E_HOMO   -9.542 eV
Relative energy (zero: lowest compared OMol25 entry of this formula, charge and spin)   0.780 eV

The geometry in ORCA input format:
```
! wB97M-V def2-TZVPD RIJCOSX def2/J DEFGRID3
* xyz 0 1
C -1.5619 -0.6803 0.2913
C -1.0147 0.7335 0.0644
C -0.7009 0.8343 -1.4437
C 0.1489 1.1993 0.8772
N 0.9776 0.2418 1.3966
O 0.3058 2.3704 1.1597
H -2.2374 -0.6106 1.1420
H -0.8361 -1.4748 0.5401
H -2.1233 -1.0153 -0.6148
H -1.7341 1.5431 0.2203
H -1.5936 0.6242 -2.0758
H -0.5282 1.8655 -1.7569
H -0.0416 0.0347 -1.7960
H 1.0319 -0.7688 1.1943
H 1.9243 0.4756 1.7056
O 2.5729 -1.8717 0.1437
H 3.2691 -1.4021 -0.3454
H 2.1414 -2.0989 -0.7026
*
```

Which of these has the lowest relative energy (zero: lowest compared OMol25 entry of this formula, charge and spin)? number 3